The following is a DFT calculation (ωB97M-V/def2-TZVPD) of a cluster of 8 separate species, C24H44F12O12S4 in total.

## Properties
* orbital gap: 8.62 eV
* highest occupied orbital energy: -8.497 eV

CARTESIAN COORDINATES (ANGSTROEM)
C (10.527, 12.048, 20.552)
S (9.709, 12.704, 21.974)
O (10.776, 13.392, 22.784)
C (8.811, 13.931, 21.224)
H (10.812, 12.806, 19.878)
H (9.927, 11.284, 20.053)
H (11.418, 11.549, 20.957)
H (8.226, 13.430, 20.481)
H (9.419, 14.721, 20.829)
H (8.103, 14.189, 21.980)
C (7.186, 16.719, 17.976)
S (7.413, 16.492, 16.221)
O (8.839, 16.266, 16.038)
C (6.606, 14.850, 15.977)
H (7.929, 17.464, 18.258)
H (7.418, 15.749, 18.444)
H (6.195, 17.079, 18.240)
H (6.930, 14.091, 16.713)
H (6.909, 14.569, 14.945)
H (5.506, 14.932, 16.047)
C (15.618, 16.414, 15.992)
S (15.930, 17.016, 17.670)
O (16.788, 18.234, 17.446)
C (16.906, 15.670, 18.218)
H (16.621, 16.127, 15.616)
H (15.122, 17.195, 15.443)
H (14.951, 15.578, 16.132)
H (17.168, 15.876, 19.221)
H (17.818, 15.596, 17.596)
H (16.339, 14.770, 18.137)
C (11.045, 13.793, 16.830)
S (12.426, 14.469, 17.889)
O (13.675, 14.256, 17.140)
C (12.110, 16.298, 17.787)
H (11.233, 12.704, 16.852)
H (11.063, 14.217, 15.832)
H (10.048, 13.968, 17.269)
H (11.104, 16.510, 18.050)
H (12.268, 16.632, 16.750)
H (12.791, 16.786, 18.454)
C (14.588, 14.092, 20.936)
C (13.908, 15.097, 21.836)
O (14.007, 16.448, 21.149)
C (14.678, 17.470, 21.700)
O (15.270, 17.426, 22.754)
C (14.516, 18.745, 20.880)
F (13.465, 18.653, 20.075)
F (14.301, 19.740, 21.753)
F (15.594, 18.934, 20.093)
H (15.684, 14.074, 21.093)
H (14.435, 14.145, 19.839)
H (14.327, 13.077, 21.373)
H (14.290, 15.171, 22.826)
H (12.807, 14.934, 21.899)
C (10.828, 20.950, 18.474)
C (9.573, 20.061, 18.747)
O (9.917, 18.788, 19.364)
C (10.173, 18.885, 20.624)
O (10.026, 19.861, 21.296)
C (10.591, 17.529, 21.305)
F (11.026, 16.598, 20.419)
F (11.588, 17.685, 22.180)
F (9.503, 16.992, 21.849)
H (11.319, 21.150, 19.408)
H (10.484, 21.887, 18.075)
H (11.549, 20.463, 17.854)
H (8.823, 19.767, 18.008)
H (8.988, 20.595, 19.542)
C (14.180, 15.559, 12.708)
C (14.661, 14.465, 11.703)
O (14.009, 14.562, 10.390)
C (12.836, 13.981, 10.282)
O (12.133, 13.629, 11.245)
C (12.409, 13.907, 8.748)
F (12.486, 15.066, 8.140)
F (13.233, 13.048, 8.117)
F (11.177, 13.441, 8.703)
H (13.247, 15.265, 13.149)
H (14.086, 16.498, 12.128)
H (14.944, 15.582, 13.433)
H (14.405, 13.459, 12.014)
H (15.713, 14.470, 11.382)
C (15.383, 10.328, 19.476)
C (15.042, 10.182, 18.057)
O (13.749, 9.478, 17.885)
C (12.615, 10.091, 18.084)
O (12.529, 11.192, 18.465)
C (11.390, 9.168, 17.848)
F (10.358, 9.827, 17.231)
F (11.667, 8.167, 17.032)
F (11.020, 8.786, 19.084)
H (14.961, 11.135, 20.018)
H (16.472, 10.418, 19.523)
H (15.133, 9.409, 20.013)
H (15.741, 9.483, 17.551)
H (14.968, 11.082, 17.485)

Cartesian forces (eV/Å) of the 3 atoms listed first:
0.3 -1.5 0.5
1.8 -1.2 1.8
-0.4 -0.2 -0.3